Entry 1:
Computed, not measured: a structure of composition C43H54F3NO7P2SSr in a non-equilibrium geometry, with ωB97M-V with the def2-TZVPD basis set.

Computed properties:
**Relative energy (zero: lowest compared OMol25 entry of this formula, charge and spin)**: 0.0000 eV
**Net charge**: 0

Atoms and positions in Å:
1 Sr -0.046 0.386 0.370
2 O 2.208 -0.059 -0.489
3 P 3.119 -0.748 -1.461
4 C 2.929 -0.061 -3.111
5 C 2.596 1.285 -3.216
6 C 2.402 1.855 -4.464
7 C 2.557 1.086 -5.609
8 C 2.898 -0.257 -5.508
9 C 3.079 -0.834 -4.260
10 C 4.828 -0.583 -0.929
11 C 5.903 -0.642 -1.811
12 C 7.198 -0.554 -1.327
13 C 7.419 -0.409 0.036
14 C 6.347 -0.346 0.917
15 C 5.049 -0.433 0.439
16 C 2.736 -2.506 -1.574
17 C 1.394 -2.868 -1.686
18 C 1.036 -4.205 -1.718
19 C 2.017 -5.187 -1.651
20 C 3.354 -4.831 -1.550
21 C 3.713 -3.492 -1.507
22 H 2.470 1.889 -2.325
23 H 2.119 2.898 -4.531
24 H 2.401 1.532 -6.583
25 H 3.007 -0.860 -6.399
26 H 3.313 -1.889 -4.183
27 H 5.728 -0.744 -2.876
28 H 8.034 -0.595 -2.013
29 H 8.431 -0.340 0.413
30 H 6.517 -0.231 1.979
31 H 4.208 -0.383 1.121
32 H 0.614 -2.115 -1.745
33 H -0.009 -4.476 -1.789
34 H 1.735 -6.231 -1.671
35 H 4.118 -5.594 -1.488
36 H 4.755 -3.217 -1.398
37 F -3.493 -1.681 -2.848
38 C -2.908 -0.497 -2.672
39 F -3.613 0.434 -3.318
40 F -1.679 -0.547 -3.215
41 S -2.774 -0.084 -0.881
42 O -2.060 1.193 -0.891
43 O -4.107 -0.083 -0.383
44 O -1.860 -1.100 -0.362
45 C 2.129 -2.037 6.749
46 C 1.919 -1.909 5.262
47 C 2.627 -2.714 4.380
48 C 2.396 -2.582 3.010
49 C 3.128 -3.454 2.024
50 C 1.481 -1.651 2.557
51 C 0.742 -0.786 3.412
52 C 1.006 -0.975 4.790
53 N -0.109 0.110 2.832
54 C -1.009 0.925 3.636
55 C -0.284 1.989 4.489
56 C -1.280 2.880 5.236
57 C -2.187 2.013 6.114
58 C -2.971 1.030 5.238
59 C -3.811 1.809 4.224
60 C -2.880 2.644 3.342
61 C -2.124 3.644 4.217
62 C -1.892 1.705 2.643
63 C -1.995 0.108 4.500
64 H 2.869 -2.803 6.980
65 H 1.199 -2.303 7.254
66 H 2.474 -1.094 7.180
67 H 3.336 -3.446 4.747
68 H 3.752 -4.187 2.537
69 H 3.780 -2.864 1.375
70 H 2.435 -3.996 1.376
71 H 1.334 -1.635 1.478
72 H 0.489 -0.385 5.530
73 H 0.335 2.592 3.813
74 H 0.403 1.529 5.197
75 H -0.731 3.589 5.863
76 H -2.879 2.647 6.678
77 H -1.583 1.465 6.844
78 H -3.630 0.426 5.869
79 H -4.523 2.462 4.739
80 H -4.390 1.118 3.605
81 H -3.469 3.174 2.587
82 H -2.834 4.309 4.720
83 H -1.470 4.274 3.605
84 H -1.247 2.305 1.982
85 H -2.456 0.993 2.027
86 H -2.540 -0.568 3.833
87 H -1.469 -0.523 5.215
88 C -1.875 5.668 1.051
89 C -0.386 5.419 1.004
90 O 0.001 5.118 -0.352
91 P 0.627 3.647 -0.653
92 O 2.221 3.841 -0.599
93 C 2.892 4.893 -1.326
94 C 3.901 5.545 -0.412
95 O 0.448 3.638 -2.264
96 C -0.902 3.617 -2.782
97 C -1.239 4.944 -3.419
98 H -2.193 5.926 2.061
99 H -2.414 4.771 0.743
100 H -2.145 6.485 0.382
101 H -0.104 4.587 1.658
102 H 0.189 6.293 1.308
103 H 2.157 5.613 -1.689
104 H 3.374 4.432 -2.191
105 H 3.403 6.040 0.422
106 H 4.477 6.292 -0.960
107 H 4.592 4.804 -0.011
108 H -1.603 3.363 -1.983
109 H -0.935 2.804 -3.509
110 H -1.175 5.745 -2.683
111 H -2.251 4.925 -3.826
112 H -0.547 5.162 -4.233

***

Entry 2:
Computed, not measured: an isolated molecule of C3H7N3S in a non-equilibrium geometry, with ωB97M-V with the def2-TZVPD basis set.

Computed properties:
**Relative energy (zero: lowest compared OMol25 entry of this formula, charge and spin)**: 5.3444 eV
**Net charge**: 0
**SMILES**: C/C=N\S/C=N/N

Atoms and positions in Å:
1 C -0.284 -0.301 2.295
2 C 1.112 0.239 1.782
3 N 1.472 0.945 0.669
4 S 0.417 1.443 -0.671
5 C -0.398 -0.118 -1.318
6 N -0.635 -1.227 -0.744
7 N -1.576 -2.057 -1.297
8 H -1.368 0.251 1.978
9 H -0.334 -1.416 2.144
10 H -0.295 -0.286 3.430
11 H 1.866 -0.127 2.325
12 H -1.137 0.215 -2.114
13 H -1.750 -1.362 -2.306
14 H -1.062 -2.908 -1.678

***

Entry 3:
Computed, not measured: a structure of composition C23H41LuN2OP3 in a non-equilibrium geometry, with ωB97M-V with the def2-TZVPD basis set.

Computed properties:
**Relative energy (zero: lowest compared OMol25 entry of this formula, charge and spin)**: 0.6928 eV
**Net charge**: +3

Atoms and positions in Å:
1 Lu 0.254 0.109 -0.148
2 P -2.048 0.807 1.444
3 P 0.651 -2.312 0.902
4 P -1.671 -1.042 -1.759
5 H 2.505 0.248 -1.604
6 C 1.549 0.281 -2.165
7 C 0.789 1.439 -2.113
8 H 1.250 2.358 -1.711
9 C -1.905 1.885 2.906
10 C -3.060 -0.539 2.199
11 C -3.339 1.745 0.527
12 C 1.913 -3.255 -0.024
13 C 1.346 -2.270 2.594
14 C -0.714 -3.517 1.081
15 C -2.348 -0.012 -3.117
16 C -3.207 -1.847 -1.187
17 C -0.886 -2.392 -2.716
18 H 1.469 -0.506 -2.937
19 H -0.103 1.602 -2.732
20 H -1.445 2.853 2.685
21 H -1.297 1.424 3.692
22 H -2.908 2.073 3.312
23 H -2.417 -1.120 2.883
24 H -3.497 -1.240 1.467
25 H -3.877 -0.086 2.792
26 H -2.870 2.649 0.115
27 H -4.138 2.056 1.216
28 H -3.786 1.190 -0.310
29 H 2.089 -4.201 0.512
30 H 2.843 -2.666 -0.067
31 H 1.580 -3.458 -1.055
32 H 1.513 -3.312 2.913
33 H 0.637 -1.765 3.271
34 H 2.292 -1.705 2.587
35 H -0.313 -4.361 1.668
36 H -1.059 -3.857 0.091
37 H -1.559 -3.047 1.613
38 H -2.944 -0.645 -3.791
39 H -1.529 0.452 -3.680
40 H -2.987 0.776 -2.696
41 H -3.698 -2.310 -2.057
42 H -3.887 -1.103 -0.746
43 H -2.985 -2.622 -0.440
44 H -1.556 -2.661 -3.545
45 H -0.698 -3.283 -2.100
46 H 0.072 -2.057 -3.134
47 C 1.833 -5.119 -4.235
48 C 2.867 -5.882 -4.814
49 C 3.338 -5.492 -6.087
50 C 2.747 -4.412 -6.770
51 C 1.617 -3.772 -6.224
52 C 1.113 -4.204 -5.000
53 O 1.531 -5.003 -2.888
54 H 1.988 -5.663 -2.335
55 H 3.308 -6.728 -4.303
56 H 4.175 -6.024 -6.553
57 H 3.160 -4.079 -7.731
58 H 1.145 -2.937 -6.739
59 H 0.226 -3.755 -4.571
60 N 1.474 5.840 4.901
61 C 1.435 4.935 4.157
62 C 1.389 3.842 3.211
63 C 0.944 4.076 1.896
64 C 0.828 3.019 1.006
65 N 1.121 1.740 1.365
66 C 1.623 1.513 2.613
67 C 1.752 2.538 3.544
68 H 0.656 5.068 1.579
69 H 0.452 3.163 -0.019
70 H 1.896 0.485 2.850
71 H 2.084 2.319 4.559

***

Entry 4:
Computed, not measured: the ion C6H11N2O with charge +1 in a non-equilibrium geometry, with ωB97M-V with the def2-TZVPD basis set.

Computed properties:
**Relative energy (zero: lowest compared OMol25 entry of this formula, charge and spin)**: 5.2598 eV
**Net charge**: +1
**SMILES**: Cc1c[n+](C(C)C)on1

Atoms and positions in Å:
1 C 0.299 3.471 -1.521
2 C 0.257 2.073 -1.108
3 C -0.767 1.171 -0.891
4 N -0.018 0.099 -0.297
5 C -0.543 -1.121 0.198
6 C 0.558 -2.178 0.641
7 C -1.310 -1.892 -0.911
8 O 1.245 0.409 -0.236
9 N 1.439 1.619 -0.659
10 H -0.659 4.006 -1.792
11 H 0.618 4.077 -0.675
12 H 1.007 3.715 -2.268
13 H -1.762 1.117 -1.258
14 H -1.199 -0.924 0.926
15 H 1.187 -2.360 -0.245
16 H 0.291 -3.166 1.080
17 H 1.305 -1.833 1.313
18 H -0.650 -2.058 -1.796
19 H -2.133 -1.307 -1.284
20 H -1.378 -2.839 -0.271

***

Entry 5:
Computed, not measured: a cluster of 2 separate species, CH6NS in total in a non-equilibrium geometry, with ωB97M-V with the def2-TZVPD basis set.

Computed properties:
**Relative energy (zero: lowest compared OMol25 entry of this formula, charge and spin)**: 0.9238 eV
**Net charge**: -1

Atoms and positions in Å:
1 N 0.702 -1.286 2.243
2 H 0.658 -0.466 1.562
3 H -0.208 -1.376 2.653
4 H 1.536 -1.686 2.620
5 C -0.645 0.923 -1.871
6 S 0.564 1.767 -0.773
7 H -1.652 1.544 -1.921
8 H -0.815 -0.200 -1.572
9 H -0.141 0.780 -2.940

***

Entry 6:
Computed, not measured: a structure of composition C6H16N3SeZr in a non-equilibrium geometry, with ωB97M-V with the def2-TZVPD basis set.

Computed properties:
**Relative energy (zero: lowest compared OMol25 entry of this formula, charge and spin)**: 0.0000 eV
**Net charge**: +1

Atoms and positions in Å:
1 C 2.454 -0.023 -0.040
2 Zr 0.833 -0.574 -1.564
3 N -0.404 -1.011 -3.697
4 H 2.002 -0.503 -2.923
5 H -0.674 -1.980 -3.913
6 H 1.436 0.788 -2.479
7 H 3.383 0.058 -0.661
8 H 2.597 -0.862 0.688
9 H 2.403 0.922 0.548
10 H -1.289 -0.492 -3.720
11 H 0.091 -0.693 -4.538
12 C -0.123 2.673 1.570
13 N -0.443 1.251 1.719
14 C -0.414 0.505 2.884
15 C -0.815 -0.757 2.573
16 N -1.082 -0.776 1.202
17 C -1.592 -1.922 0.445
18 C -0.835 0.467 0.674
19 Se -1.086 1.126 -1.122
20 H 0.723 2.847 0.883
21 H 0.139 3.122 2.542
22 H -0.991 3.223 1.180
23 H -0.138 0.949 3.832
24 H -0.947 -1.608 3.196
25 H -0.883 -2.754 0.447
26 H -2.530 -2.260 0.892
27 H -1.816 -1.714 -0.616

***

Entry 7:
Computed, not measured: a structure of composition C5H12CaMgO3 in a non-equilibrium geometry, with ωB97M-V with the def2-TZVPD basis set.

Computed properties:
**Relative energy (zero: lowest compared OMol25 entry of this formula, charge and spin)**: 0.9347 eV
**Net charge**: 0

Atoms and positions in Å:
1 O 2.561 1.646 -0.948
2 Ca 4.423 1.175 -1.777
3 C -1.425 2.381 -0.971
4 O -0.765 1.325 -0.283
5 C -1.538 0.704 0.748
6 C -0.674 -0.250 1.547
7 C -0.241 -1.508 0.822
8 O 0.769 -1.200 -0.146
9 C 1.561 -2.306 -0.563
10 Mg 1.019 0.651 -0.905
11 H -0.660 2.940 -1.523
12 H -2.161 1.957 -1.666
13 H -1.922 3.045 -0.249
14 H -2.384 0.187 0.269
15 H -1.932 1.495 1.402
16 H -1.267 -0.566 2.418
17 H 0.236 0.284 1.988
18 H -1.071 -1.996 0.287
19 H 0.168 -2.225 1.546
20 H 2.489 -1.901 -0.984
21 H 1.818 -2.949 0.290
22 H 0.997 -2.889 -1.303

***

Entry 8:
Computed, not measured: a cluster of 3 separate species, C17H38I2NO15P5 in total in a non-equilibrium geometry, with ωB97M-V with the def2-TZVPD basis set.

Computed properties:
**Net charge**: 0
**SMILES**: N=[PH2][C@]1(CC(=O)O)OC(=O)OC1(P(O)I)P(O)I.CCOP(=O)(OCC)OCC.CCOP(=O)(OCC)OCC

Atoms and positions in Å:
1 N 1.253 7.239 -0.762
2 P 0.650 5.794 -0.420
3 C 0.709 5.392 1.468
4 C -0.235 6.529 2.069
5 C -1.364 6.126 3.104
6 O -2.572 6.317 2.753
7 O -1.180 5.626 4.424
8 O 1.989 5.664 2.153
9 C 1.779 5.154 3.505
10 O 2.154 5.616 4.586
11 O 1.024 3.935 3.236
12 C 0.609 3.846 1.846
13 P 1.975 2.844 0.890
14 O 1.477 1.199 1.181
15 I 4.169 2.996 1.938
16 P -0.908 2.786 1.370
17 O -2.390 3.605 1.589
18 I -0.839 2.420 -1.106
19 H 1.555 7.630 0.155
20 H -0.765 5.765 -0.754
21 H 1.297 4.738 -1.144
22 H -0.755 7.072 1.190
23 H 0.412 7.352 2.568
24 H -1.772 4.858 4.595
25 H 1.585 0.984 2.138
26 H -2.900 3.560 0.743
27 C 3.947 -1.155 -0.102
28 C 3.803 -2.573 -0.620
29 O 3.063 -2.616 -1.832
30 P 3.832 -2.522 -3.305
31 O 4.845 -3.644 -3.055
32 O 2.763 -3.430 -4.189
33 C 3.217 -4.584 -4.889
34 C 3.049 -5.834 -4.041
35 O 2.790 -1.213 -3.670
36 C 3.038 0.095 -3.196
37 C 4.452 0.575 -3.443
38 H 4.563 -0.556 -0.781
39 H 4.428 -1.146 0.878
40 H 2.972 -0.669 -0.016
41 H 4.789 -3.039 -0.729
42 H 3.245 -3.160 0.115
43 H 4.254 -4.456 -5.213
44 H 2.617 -4.681 -5.797
45 H 3.402 -5.692 -3.016
46 H 3.589 -6.675 -4.481
47 H 1.991 -6.100 -3.968
48 H 2.766 0.161 -2.142
49 H 2.347 0.759 -3.724
50 H 5.197 -0.134 -3.070
51 H 4.614 1.540 -2.953
52 H 4.631 0.701 -4.514
53 C -5.248 -2.567 3.675
54 C -3.794 -2.498 3.253
55 O -3.583 -3.108 1.988
56 P -3.673 -2.216 0.585
57 O -2.699 -1.111 1.008
58 O -2.584 -3.088 -0.310
59 C -1.445 -2.443 -0.876
60 C -0.246 -2.546 0.052
61 O -4.819 -3.360 0.030
62 C -6.176 -3.307 0.419
63 C -6.804 -1.940 0.257
64 H -5.873 -1.962 3.010
65 H -5.376 -2.186 4.690
66 H -5.618 -3.594 3.641
67 H -3.444 -1.459 3.265
68 H -3.191 -3.052 3.978
69 H -1.673 -1.401 -1.121
70 H -1.214 -2.942 -1.820
71 H -0.499 -2.308 1.088
72 H 0.554 -1.876 -0.274
73 H 0.141 -3.569 0.056
74 H -6.280 -3.684 1.436
75 H -6.715 -4.017 -0.218
76 H -6.217 -1.158 0.747
77 H -7.812 -1.935 0.681
78 H -6.877 -1.676 -0.802

***

Entry 9:
Computed, not measured: a structure of composition C32H30Cl2N2O2ReS in a non-equilibrium geometry, with ωB97M-V with the def2-TZVPD basis set.

Computed properties:
**Relative energy (zero: lowest compared OMol25 entry of this formula, charge and spin)**: 5.5402 eV
**2S+1**: 4
**Net charge**: +2

Atoms and positions in Å:
1 Re -1.649 -4.269 -0.151
2 C 0.544 -1.988 -0.592
3 N 0.269 -3.475 -0.293
4 C 0.794 -3.759 1.093
5 C 1.024 -4.266 -1.340
6 C 0.586 -5.692 -1.415
7 C 1.449 -6.728 -1.515
8 C 1.134 -8.038 -1.143
9 C -0.130 -8.272 -0.683
10 C -1.099 -7.252 -0.626
11 C -0.772 -5.969 -0.991
12 H 1.571 -1.773 -0.765
13 H 0.185 -1.402 0.244
14 H -0.053 -1.839 -1.519
15 H 1.795 -3.372 1.195
16 H 0.885 -4.848 1.266
17 H 0.170 -3.277 1.801
18 H 2.097 -4.163 -1.231
19 H 0.678 -3.669 -2.209
20 H 2.482 -6.399 -1.690
21 H 1.938 -8.766 -1.130
22 H -0.306 -9.303 -0.253
23 H -2.079 -7.407 -0.191
24 Cl -6.767 -5.930 -0.768
25 C -5.984 -4.434 -0.564
26 C -6.811 -3.357 -0.343
27 C -6.333 -2.157 0.231
28 Cl -7.638 -1.056 0.813
29 C -4.925 -1.944 0.395
30 C -4.335 -0.718 0.669
31 C -3.064 -0.427 0.148
32 C -2.417 -1.422 -0.560
33 N -2.873 -2.701 -0.474
34 C -4.111 -3.008 -0.059
35 C -4.601 -4.279 -0.407
36 O -3.712 -5.150 -0.708
37 H -7.853 -3.526 -0.488
38 H -4.994 0.020 1.179
39 H -2.638 0.575 0.265
40 H -1.658 -1.296 -1.307
41 O -1.608 -5.029 1.405
42 S 2.158 2.602 -0.110
43 C 2.338 3.806 -1.745
44 C 2.334 5.232 -1.379
45 C 3.552 5.936 -1.078
46 C 3.605 7.300 -0.928
47 C 2.435 8.006 -1.096
48 C 1.234 7.367 -1.299
49 C 1.085 5.973 -1.439
50 C 1.929 2.977 1.656
51 C 2.229 4.380 2.043
52 C 3.559 4.702 2.174
53 C 4.038 6.008 2.373
54 C 3.073 6.984 2.545
55 C 1.715 6.664 2.410
56 C 1.301 5.412 2.184
57 H 1.496 3.421 -2.369
58 H 3.310 3.365 -2.021
59 H 4.431 5.352 -0.891
60 H 4.516 7.790 -0.569
61 H 2.460 9.110 -0.947
62 H 0.391 8.055 -1.322
63 H 0.139 5.491 -1.567
64 H 2.703 2.331 2.143
65 H 0.859 2.708 1.919
66 H 4.293 3.945 2.051
67 H 5.103 6.171 2.523
68 H 3.297 8.057 2.786
69 H 0.961 7.405 2.597
70 H 0.261 5.217 2.068

***

Entry 10:
Computed, not measured: a structure of composition C16H12CdFN10O3, with ωB97M-V with the def2-TZVPD basis set.

Computed properties:
**Relative energy (zero: lowest compared OMol25 entry of this formula, charge and spin)**: 0.0000 eV
**Net charge**: -1

Atoms and positions in Å:
1 Cd -0.339 0.314 -0.180
2 C 5.361 5.382 0.354
3 C 5.871 3.976 0.081
4 C 7.020 3.630 1.015
5 C 7.574 2.255 0.690
6 C 6.472 1.233 0.716
7 C 6.741 -0.091 0.980
8 C 5.709 -1.021 1.008
9 F 6.024 -2.306 1.271
10 C 4.410 -0.669 0.787
11 C 4.112 0.673 0.518
12 C 2.700 1.034 0.276
13 O 1.857 0.121 0.349
14 C 2.459 2.413 -0.013
15 C 3.526 3.265 -0.019
16 N 4.810 2.951 0.219
17 C 5.138 1.622 0.482
18 C 1.122 3.099 -0.319
19 O 1.156 4.319 -0.450
20 O 0.072 2.386 -0.429
21 H 6.217 6.058 0.376
22 H 4.859 5.431 1.322
23 H 4.677 5.748 -0.408
24 H 6.241 3.924 -0.951
25 H 6.660 3.662 2.048
26 H 7.793 4.393 0.912
27 H 8.356 1.970 1.395
28 H 8.036 2.277 -0.302
29 H 7.755 -0.418 1.174
30 H 3.608 -1.393 0.813
31 H 3.293 4.296 -0.235
32 N -2.356 -2.529 -0.399
33 C -2.347 -1.887 0.818
34 N -3.056 -2.318 1.846
35 N -2.779 -1.439 2.834
36 N -1.966 -0.536 2.431
37 N -1.659 -0.786 1.128
38 C -1.626 -2.233 -1.530
39 N -1.677 -2.980 -2.618
40 N -0.845 -2.363 -3.484
41 N -0.329 -1.315 -2.956
42 N -0.810 -1.190 -1.690
43 H -2.919 -3.360 -0.448

***

Entry 11:
Computed, not measured: a structure of composition C6H10O, with ωB97M-V with the def2-TZVPD basis set.

Computed properties:
**Relative energy (zero: lowest compared OMol25 entry of this formula, charge and spin)**: 5.2954 eV
**Net charge**: 0

Atoms and positions in Å:
1 C -1.219 -1.212 -0.884
2 C -0.314 -0.659 0.199
3 C 1.229 -0.897 -0.050
4 C 2.114 0.336 0.440
5 C 1.014 0.919 0.655
6 C -0.430 0.893 0.403
7 O -0.877 1.647 -0.694
8 H -1.016 -0.738 -1.850
9 H -1.054 -2.289 -0.993
10 H -2.274 -1.043 -0.646
11 H -0.560 -1.109 1.167
12 H 1.444 -1.010 -1.118
13 H 1.571 -1.798 0.464
14 H 1.256 3.031 0.876
15 H 1.278 2.776 1.577
16 H -1.080 1.165 1.236
17 H -0.229 1.552 -1.406

***

no.,calculated total energy (Eh)
1,-3663.87233
2,-680.78583
3,-3344.35387
4,-419.56359
5,-494.63058
6,-2850.63725
7,-1301.05456
8,-4155.94397
9,-2893.46051
10,-1657.95845
11,-309.64777